1.
Density functional theory data (ωB97M-V with the def2-TZVPD basis set) for 3 unconnected molecules or ions with the total composition C23H53OS2.

## Properties
Kohn-Sham gap = 7.75 eV
F_max = 0.5 eV Å⁻¹
charge = +1
LUMO = -4.207 eV
HOMO = -11.954 eV

Each line ends with the Mulliken charge.
Element x y z (Å)
C (2.4390, 3.6446, 5.0727)  -0.8068
O (2.5738, 2.2411, 4.9979)  -0.3437
C (3.6968, 1.8046, 4.2440)  -0.8957
C (3.2749, 1.2977, 2.8865)  0.7077
C (4.2924, 0.3616, 2.2212)  -1.1838
C (3.8183, -1.0674, 2.0717)  -0.2978
C (3.5757, -1.7803, 3.3988)  -1.0865
C (2.1764, -1.8270, 3.9982)  -0.4634
C (1.0092, -2.1824, 3.0715)  -1.2536
C (0.2527, -0.9881, 2.5145)  0.4558
C (-0.4433, -0.2156, 3.6374)  -0.6021
C (-1.9538, -0.2215, 3.6444)  -1.0780
S (-2.8010, 0.5472, 2.2545)  0.1713
S (-1.9604, 2.3979, 1.9800)  -0.0356
H (1.5278, 3.8552, 5.6109)  0.2546
H (3.2712, 4.0912, 5.6032)  0.3365
H (2.3638, 4.0909, 4.0850)  0.3251
H (4.4035, 2.6212, 4.1428)  0.5304
H (4.1636, 1.0053, 4.8072)  0.2554
H (2.3176, 0.8213, 3.0320)  -0.6717
H (3.1256, 2.1569, 2.2413)  0.4356
H (5.1992, 0.3476, 2.8161)  0.4619
H (4.5590, 0.7607, 1.2524)  0.4398
H (2.9571, -1.1045, 1.4192)  0.1046
H (4.5971, -1.6118, 1.5518)  0.3795
H (4.2120, -1.3016, 4.1331)  0.3792
H (3.9433, -2.7936, 3.3134)  0.4053
H (2.2084, -2.5920, 4.7628)  0.4569
H (1.9668, -0.9098, 4.5356)  0.2847
H (1.3614, -2.8045, 2.2599)  0.4991
H (0.2931, -2.7660, 3.6395)  0.3783
H (-0.4614, -1.3554, 1.7802)  0.2352
H (0.9089, -0.3230, 1.9733)  -0.1266
H (-0.1145, 0.8139, 3.6771)  0.3731
H (-0.1452, -0.6469, 4.5838)  0.5175
H (-2.3450, 0.3535, 4.4736)  0.4924
H (-2.3751, -1.2176, 3.7060)  0.5291
H (-2.3231, -0.1347, 1.2039)  0.2193
H (-1.0204, 2.0870, 1.0762)  0.1837
C (1.6782, -1.0649, -4.4736)  -1.1290
C (1.4916, 0.4502, -4.4736)  -0.3166
C (1.9088, 1.1163, -3.1636)  -1.0063
C (1.1169, 0.6569, -1.9403)  -0.5809
C (-0.3903, 0.8511, -2.0496)  1.0873
C (-0.8093, 2.3071, -2.2076)  -1.4596
H (1.0688, -1.5499, -3.7082)  0.1650
H (1.3939, -1.4929, -5.4345)  0.3802
H (2.7211, -1.3276, -4.2872)  0.3399
H (0.4491, 0.6904, -4.7029)  0.1562
H (2.0835, 0.8831, -5.2820)  0.4162
H (1.8253, 2.2010, -3.2705)  0.3490
H (2.9691, 0.9147, -2.9830)  0.4394
H (1.4829, 1.2008, -1.0615)  0.2564
H (1.3232, -0.3982, -1.7489)  0.3220
H (-0.8595, 0.4348, -1.1463)  -0.2679
H (-0.7856, 0.2673, -2.8827)  -0.1626
H (-0.4562, 2.9092, -1.3635)  0.3458
H (-1.8961, 2.3958, -2.2524)  0.3710
H (-0.4128, 2.7535, -3.1180)  0.3620
C (-6.1101, -0.2569, -4.2419)  -1.3356
C (-4.9546, 0.1951, -3.3537)  -0.5123
C (-3.5783, -0.1701, -3.9079)  0.5508
C (-3.3239, -1.6694, -4.0680)  -0.8465
C (-3.4833, -2.4853, -2.7866)  -0.6926
C (-2.5119, -2.0665, -1.6870)  -0.5253
H (-6.1322, -1.3412, -4.3563)  0.2973
H (-7.0689, 0.0463, -3.8215)  0.3990
H (-6.0277, 0.1834, -5.2367)  0.3100
H (-5.0801, -0.2264, -2.3505)  0.2119
H (-5.0018, 1.2808, -3.2342)  0.4389
H (-2.8082, 0.2624, -3.2619)  -0.8444
H (-3.4503, 0.3085, -4.8828)  0.5314
H (-2.3089, -1.8092, -4.4538)  0.3639
H (-3.9906, -2.0766, -4.8308)  0.3915
H (-3.3211, -3.5391, -3.0208)  0.3835
H (-4.5089, -2.4120, -2.4165)  0.2837
H (-1.4779, -2.1585, -2.0223)  0.1781
H (-2.6323, -2.6943, -0.7998)  0.4758
H (-2.6769, -1.0254, -1.3905)  -0.0940

---

2.
Density functional theory data (ωB97M-V with the def2-TZVPD basis set) for 4 unconnected molecules or ions with the total composition C23H54B3N6O16P3S at a distorted geometry.

## Properties
Kohn-Sham gap = 6.34 eV
SMILES = [H]/N=C(/C)CB1OB(CCCCN/C(N)=N/[H])OB(CCCCSc2nnco2)O1.COP(=O)(OC)OC.COP(=O)(OC)OC.COP(=O)(OC)OC
F_max = 9.7 eV Å⁻¹
LUMO = -2.900 eV
HOMO = -9.238 eV

Each line ends with the Mulliken charge.
Element x y z (Å)
H (-0.0236, 1.1437, 2.4628)  0.1636
N (0.1648, 2.0845, 2.8522)  -0.7431
C (0.0385, 2.9506, 1.8744)  0.4460
C (0.2398, 4.5064, 2.2554)  -0.9914
C (-0.3398, 2.6073, 0.3585)  -0.0379
B (0.6127, 1.5077, -0.3492)  0.5635
O (0.8224, 0.1806, 0.2353)  -0.1511
B (0.8492, -0.8156, -0.8064)  0.1683
C (1.1889, -2.3620, -0.3541)  -0.7755
C (0.6626, -2.5401, 1.1595)  0.1272
C (0.7988, -4.0335, 1.7252)  -0.5336
C (0.5783, -4.1285, 3.3302)  -0.7408
N (0.2837, -5.5628, 3.6251)  -0.0272
C (0.2130, -5.8506, 5.0731)  0.2774
N (-0.0117, -4.8476, 6.1259)  -0.5385
N (0.3319, -7.1329, 5.4374)  -0.5690
H (0.2342, -7.2194, 6.4607)  0.1743
O (0.6340, -0.5840, -2.2140)  -0.4780
B (0.5480, 0.8286, -2.5277)  0.4520
C (-0.3578, 1.3954, -3.7610)  -0.5672
C (-0.8734, 2.8973, -3.5023)  -0.2497
C (-2.3035, 3.2330, -4.1367)  -0.4650
C (-3.5288, 2.3918, -3.5022)  -0.5115
S (-3.1751, 1.7009, -1.8114)  -0.0233
C (-4.3029, 0.3090, -1.4175)  0.3231
N (-5.5457, 0.3700, -0.7300)  -0.1911
N (-5.9966, -0.9262, -0.6363)  -0.3455
C (-5.0115, -1.7647, -1.2754)  -0.0267
O (-3.9102, -1.0181, -1.7945)  -0.1841
O (1.2971, 1.7125, -1.6269)  -0.2507
H (-0.5893, 4.7303, 3.0292)  0.3109
H (1.2339, 4.7045, 2.7752)  0.2561
H (0.0450, 5.2081, 1.3788)  0.3187
H (-0.2472, 3.5740, -0.2585)  0.0817
H (-1.4556, 2.3317, 0.3426)  0.0576
H (2.3308, -2.4487, -0.3576)  0.2934
H (0.7317, -3.1188, -1.0893)  0.2133
H (-0.4567, -2.2680, 1.2165)  0.1773
H (1.2880, -1.8503, 1.8428)  -0.0411
H (1.8521, -4.4234, 1.5303)  0.1884
H (0.0257, -4.7416, 1.2372)  0.2866
H (1.5422, -3.7678, 3.8228)  0.3268
H (-0.2623, -3.4429, 3.6946)  0.3609
H (-0.6373, -5.7808, 3.2104)  0.2414
H (-0.6961, -4.1270, 5.8444)  0.2254
H (-0.4224, -5.2870, 6.9635)  0.2794
H (-1.2788, 0.7332, -3.9188)  0.1927
H (0.2588, 1.3797, -4.7212)  0.3256
H (-0.8418, 3.1813, -2.3951)  -0.1515
H (-0.1140, 3.5995, -4.0197)  0.4115
H (-2.4949, 4.3547, -3.9309)  0.1749
H (-2.3360, 3.1368, -5.2865)  0.2992
H (-3.8285, 1.5183, -4.1841)  0.3993
H (-4.4100, 3.1204, -3.3823)  0.2176
H (-5.0701, -2.9058, -1.3483)  0.3406
C (-3.9869, 10.3183, -1.8859)  -0.5975
O (-5.0433, 9.8636, -2.7202)  -0.4777
P (-4.9925, 8.2321, -3.2581)  1.1117
O (-4.5919, 7.6953, -1.8874)  -0.6194
O (-3.6649, 8.5409, -4.1716)  -0.2751
C (-3.8428, 9.3959, -5.2960)  -0.7101
O (-5.0516, 6.6392, -3.9096)  -0.1881
C (-6.3039, 5.9819, -3.7317)  -0.8122
H (-3.9359, 11.4060, -1.9711)  0.2413
H (-4.2005, 10.0613, -0.8472)  0.2400
H (-3.0239, 9.9006, -2.1848)  0.3072
H (-3.3673, 10.3577, -5.0876)  0.2466
H (-4.9008, 9.5607, -5.5178)  0.3538
H (-3.3642, 8.9427, -6.1644)  0.2453
H (-7.0870, 6.5360, -4.2546)  0.3640
H (-6.5515, 5.9101, -2.6688)  0.3723
H (-6.2373, 4.9800, -4.1533)  0.1983
C (7.2036, 2.9212, 1.0081)  -0.6486
O (6.3021, 1.8882, 1.3780)  -0.4736
P (5.2556, 2.1784, 2.7105)  1.3125
O (4.9134, 3.5935, 2.2526)  -0.6759
O (6.5287, 2.1951, 3.7465)  -0.3808
C (7.2086, 0.9615, 3.9485)  -0.6910
O (4.1822, 2.3059, 4.0487)  -0.3476
C (2.8323, 1.9497, 3.7493)  -0.5635
H (8.0328, 2.4646, 0.4628)  0.2479
H (6.7017, 3.6295, 0.3470)  0.2342
H (7.6052, 3.4417, 1.8793)  0.3242
H (8.1852, 1.0117, 3.4601)  0.2400
H (6.6474, 0.1166, 3.5398)  0.3266
H (7.3528, 0.8081, 5.0182)  0.2506
H (2.7893, 0.9017, 3.4420)  0.2742
H (2.4392, 2.5809, 2.9521)  0.1936
H (2.2261, 2.0816, 4.6431)  0.3383
C (1.0320, -8.9965, 2.2956)  -0.6718
O (1.4088, -8.3223, 1.1002)  -0.3805
P (1.1178, -9.1185, -0.3948)  1.1109
O (-0.2797, -9.5758, 0.0128)  -0.6197
O (2.2331, -10.2677, -0.0369)  -0.3520
C (3.5926, -9.8503, 0.0118)  -0.6582
O (0.9317, -9.8094, -1.9614)  -0.2837
C (0.3054, -8.9476, -2.9072)  -0.7342
H (1.6218, -8.5841, 3.1167)  0.2505
H (-0.0225, -8.8137, 2.5062)  0.1970
H (1.2218, -10.0697, 2.2347)  0.4109
H (3.9241, -9.8462, 1.0532)  0.2406
H (3.7259, -8.8502, -0.4099)  0.3178
H (4.2004, -10.5579, -0.5528)  0.2473
H (0.9196, -8.0563, -3.0570)  0.3104
H (-0.6888, -8.6538, -2.5585)  0.3341
H (0.2116, -9.4758, -3.8547)  0.2380

---

Q: The highest LUMO belongs to which entry?
A: C23H54B3N6O16P3S

---

Q: What is the formula in the second record?
A: C23H54B3N6O16P3S

---

Q: Which of these has the highest F_max?
A: C23H54B3N6O16P3S

---

Q: The highest LUMO belongs to which entry?
A: C23H54B3N6O16P3S